Record 1
Below is a cluster of 3 separate species, C4H14NO2 in total in a non-equilibrium geometry, with properties calculated with ωB97M-V with the def2-TZVPD basis set.

The geometry in XYZ format:
```
21
C4H14NO2 | the OMol25 dataset | ωB97M-V with the def2-TZVPD basis set
C 1.90509 0.54168 0.97379
C 0.98512 -0.01607 -0.23019
C -0.49211 -0.32825 0.18500
C -1.32967 -0.92377 -2.21823
N -1.50949 -0.46020 -0.99261
H 2.41787 1.29626 0.47107
H 2.78487 -0.11931 1.29114
H 1.41838 0.76733 2.05977
H 1.37037 -0.98200 -0.65638
H 1.10347 0.91276 -0.92243
H -1.00931 0.45621 0.80882
H -0.47101 -1.21629 0.72546
H -0.33275 -0.93050 -2.36464
H -1.78421 -1.57260 -2.80943
H -2.42286 -0.35237 -0.65586
H -1.36988 3.34733 -1.19991
H -2.73860 2.80300 -1.83325
O -1.85698 2.57464 -1.36541
H 1.41744 -2.16341 2.21438
H 1.19245 -1.77822 3.67789
O 0.72180 -1.85623 2.84101
```

E in eV: -9950.5966
Multiplicity: 1
HOMO level in eV: -14.64
Net charge: +1
Kohn-Sham gap in eV: 9.3
Maximum force in eV/Å: 8.0

Atom charges from the Löwdin analysis, given in e for atoms 1 to 2: number 1, C, carries -0.106; number 2, C, carries -0.205

***

Record 2
Below is a structure of composition C16H15NPt in a non-equilibrium geometry, with properties calculated with ωB97M-V with the def2-TZVPD basis set.

The geometry in XYZ format:
```
33
C16H15NPt | the OMol25 dataset | ωB97M-V with the def2-TZVPD basis set
Pt 0.44064 -1.11255 -0.03859
C 2.08732 -4.33986 -0.35459
H 1.42862 -3.37069 -0.35291
H 2.88021 -4.04111 -0.97150
H 1.73656 -5.27049 -0.72739
H 2.63537 -4.71640 0.50901
H 1.17385 0.03343 1.06331
C 3.06304 0.58637 -3.02675
C 2.66866 1.91012 -2.85535
C 1.62342 2.28151 -1.98903
C 0.92420 1.29574 -1.28204
C 1.40674 -0.03726 -1.40095
C 2.41748 -0.43013 -2.27037
C -0.19037 1.52810 -0.36608
C -0.75986 2.69917 0.13393
C -1.82177 2.59005 1.02799
C -2.31850 1.36494 1.58174
C -3.45401 1.19667 2.41568
C -3.81051 -0.06605 2.88837
C -3.01980 -1.20903 2.55908
C -1.89050 -1.12033 1.72031
C -1.63857 0.16964 1.19797
N -0.74604 0.36484 0.15043
H 3.85212 0.33307 -3.72893
H 3.13471 2.70585 -3.43858
H 1.31387 3.31107 -1.81134
H 2.72947 -1.47977 -2.30629
H -0.34284 3.61495 -0.25251
H -2.30269 3.51061 1.34700
H -4.02862 2.08605 2.67140
H -4.71777 -0.19630 3.51619
H -3.28849 -2.20727 2.93431
H -1.18595 -1.98493 1.45648
```

Expectation value of S²: 2.014
E in eV: -21566.6438
Multiplicity: 3
HOMO level (alpha / beta) in eV: -5.99 / -8.27
Kohn-Sham gap (alpha / beta) in eV: 5.2 / 7.5
Maximum force in eV/Å: 4.2

Atom charges from the Löwdin analysis, given in e for atoms 1 to 2: number 1, Pt, carries 0.855; number 2, C, carries -0.058

***

Record 3
Below is the ion CH2NO2S with charge -1 in a non-equilibrium geometry, with properties calculated with ωB97M-V with the def2-TZVPD basis set.

The geometry in XYZ format:
```
7
CH2NO2S | the OMol25 dataset | ωB97M-V with the def2-TZVPD basis set
O -0.67848 1.94205 -0.18907
C -0.81542 0.91723 -0.90385
S -1.49060 0.71047 -2.50655
N -0.13296 -0.20336 -0.48260
O 0.62662 -0.00270 0.75672
H -0.55714 -1.11258 -0.50400
H 0.29239 1.02286 0.67368
```

E in eV: -17489.8635
Multiplicity: 1
HOMO level in eV: -3.45
Net charge: -1
Kohn-Sham gap in eV: 7.4
Maximum force in eV/Å: 3.5

Atom charges from the Löwdin analysis, given in e for atoms 1 to 2: number 1, O, carries -0.122; number 2, C, carries -1.076

***

Record 4
Below is a structure of composition C46H71AuBN8OPS4 in a non-equilibrium geometry, with properties calculated with ωB97M-V with the def2-TZVPD basis set.

The geometry in XYZ format:
```
133
C46H71AuBN8OPS4 | the OMol25 dataset | ωB97M-V with the def2-TZVPD basis set
Au 0.53771 0.02636 -0.08270
C -5.01810 -1.04729 -1.46086
C -4.73173 0.45592 -1.33916
C -6.03400 1.25842 -1.40480
C -3.82433 0.89527 -2.48050
N -4.11667 0.68993 -0.01433
C -4.81986 0.41312 1.12280
C -4.06369 0.78173 2.18734
N -2.88809 1.28020 1.72042
B -1.84100 1.86216 2.70722
N -0.95769 2.93046 2.01992
C -1.50821 4.14189 1.72962
C -0.53174 4.95172 1.25449
N 0.63587 4.24450 1.25214
C 0.35341 2.99805 1.70684
S 1.40662 1.66357 1.83980
C 1.90069 4.93685 0.93181
C 2.16302 5.93134 2.06778
C 1.71476 5.67408 -0.40196
C 3.07219 3.97435 0.81622
N -1.02494 0.73624 3.38472
C -0.54637 0.88416 4.65095
C 0.04704 -0.27752 5.01872
N -0.06860 -1.15648 3.97853
C -0.71200 -0.51054 2.98153
S -1.11822 -1.09933 1.42997
C 0.50553 -2.51451 4.07117
C 2.03007 -2.36006 4.08371
C 0.00997 -3.15268 5.37367
C 0.08236 -3.41135 2.91200
C -2.92146 1.20357 0.37263
S -1.60766 1.66203 -0.60533
H -5.26561 -1.28331 -2.49257
H -5.85768 -1.35222 -0.84119
H -4.14207 -1.62365 -1.17081
H -6.50187 1.09497 -2.37113
H -5.83782 2.32187 -1.29552
H -6.74019 0.95696 -0.63775
H -4.33751 0.73937 -3.42626
H -2.90798 0.31464 -2.48113
H -3.57586 1.95005 -2.40147
H -5.79782 -0.01885 1.10998
H -4.28213 0.72959 3.23346
H -2.44451 2.42232 3.56128
H -2.54543 4.34335 1.89152
H -0.59293 5.96698 0.92378
H 1.32871 6.61673 2.19103
H 3.05553 6.51071 1.85008
H 2.31570 5.40617 3.00791
H 1.19020 6.61756 -0.27683
H 1.16750 5.06197 -1.11620
H 2.68990 5.90010 -0.82071
H 3.24995 3.44620 1.74864
H 3.96802 4.53894 0.57703
H 2.88997 3.25591 0.02356
H -0.66157 1.79769 5.19550
H 0.52358 -0.52902 5.94113
H 2.36736 -1.83355 4.97239
H 2.36777 -1.80777 3.20825
H 2.49567 -3.34132 4.07345
H 0.37060 -2.63246 6.25478
H 0.37125 -4.17568 5.42905
H -1.07715 -3.17145 5.40041
H 0.52336 -3.09151 1.97180
H -0.99980 -3.43139 2.80435
H 0.42079 -4.42481 3.11315
C 4.58804 0.99820 -0.93675
C 4.06711 -0.38372 -1.31888
C 4.14785 -1.30496 -0.09843
C 4.88152 -0.97958 -2.46805
P 2.22353 -0.28228 -1.76418
C 1.90447 -1.98710 -2.32453
C 2.04138 -2.45400 -3.62756
C 1.78403 -3.78363 -3.92168
C 1.40434 -4.66393 -2.92179
C 1.29373 -4.21461 -1.61491
C 1.53498 -2.88577 -1.32404
C 1.84740 0.95388 -3.14384
C 1.70047 2.31686 -2.46151
C 0.48270 0.53880 -3.69566
C 2.87284 1.05758 -4.26856
H 5.63377 0.92470 -0.64681
H 4.03393 1.39006 -0.08733
H 4.53354 1.69966 -1.76536
H 5.16746 -1.31674 0.28135
H 3.87961 -2.32671 -0.35913
H 3.49395 -0.94911 0.69984
H 5.91045 -1.10978 -2.13695
H 4.90123 -0.33655 -3.34297
H 4.50060 -1.95767 -2.75534
H 2.35317 -1.79562 -4.42242
H 1.89227 -4.13179 -4.93812
H 1.19738 -5.69681 -3.15762
H 1.00474 -4.89210 -0.82630
H 1.41114 -2.52285 -0.31023
H 1.04597 2.24461 -1.59161
H 1.25881 3.02479 -3.15765
H 2.66033 2.71402 -2.14593
H -0.21162 0.36170 -2.87259
H 0.55956 -0.36274 -4.29815
H 0.07716 1.33431 -4.31718
H 3.81849 1.45539 -3.91190
H 2.49313 1.74810 -5.02152
H 3.05442 0.10608 -4.75966
C -4.14581 -6.42997 -3.08584
C -2.80927 -6.16889 -2.39990
C -2.66096 -4.72614 -1.92963
N -2.59004 -3.82374 -3.05784
C -2.04803 -2.62140 -3.02227
S -1.45284 -1.98431 -1.57836
N -2.02826 -1.82722 -4.12454
C -2.64685 -1.96061 -5.39296
O -3.04007 -0.95063 -5.91338
C -2.68995 -3.30030 -6.00156
C -3.75317 -3.62968 -6.84355
C -3.76979 -4.85767 -7.48000
C -2.71643 -5.74198 -7.30824
C -1.63794 -5.40214 -6.50462
C -1.62118 -4.18694 -5.84802
H -4.24207 -7.48726 -3.31027
H -4.23918 -5.88581 -4.02356
H -4.97162 -6.14544 -2.43926
H -1.98830 -6.41548 -3.07655
H -2.72799 -6.81356 -1.52360
H -1.75232 -4.60064 -1.33181
H -3.51737 -4.45523 -1.30100
H -2.98424 -4.15956 -3.92879
H -1.80197 -0.85360 -3.93078
H -4.55230 -2.91865 -6.98176
H -4.59455 -5.11971 -8.12379
H -2.72614 -6.69446 -7.81577
H -0.80340 -6.07880 -6.40445
H -0.77564 -3.90012 -5.23841
```

Expectation value of S²: 2.030
E in eV: -119814.2775
Multiplicity: 3
HOMO level (alpha / beta) in eV: -12.47 / -12.42
Net charge: +2
Kohn-Sham gap (alpha / beta) in eV: 8.6 / 4.8
Maximum force in eV/Å: 1.0

Atom charges from the Löwdin analysis, given in e for atoms 1 to 2: number 1, Au, carries 0.403; number 2, C, carries -0.017

***

Record 5
Below is a cluster of 2 separate species, C34H38BBr2NO2S in total in a non-equilibrium geometry, with properties calculated with ωB97M-V with the def2-TZVPD basis set.

The geometry in XYZ format:
```
79
C34H38BBr2NO2S | the OMol25 dataset | ωB97M-V with the def2-TZVPD basis set
C -4.06299 0.14461 -0.19896
C -2.84195 0.71578 0.50502
C -3.00732 0.47838 1.99090
O -1.70656 -0.04268 0.07728
B -0.90488 0.87285 -0.56444
C 0.05168 0.37569 -1.63744
C -0.81862 -0.67836 -2.25440
C -1.74059 -0.37195 -3.19138
C -2.69611 -1.32239 -3.72487
C -3.92155 -0.85858 -4.26487
C -4.89303 -1.75213 -4.71031
C -4.63752 -3.13485 -4.65885
Br -5.91281 -4.34908 -5.33046
C -3.42081 -3.61538 -4.13954
C -2.46479 -2.71265 -3.67089
C 1.52748 0.10874 -1.65761
C 2.39088 1.19452 -1.86700
C 3.68708 0.99159 -2.34557
C 4.14027 -0.31915 -2.55385
Br 5.93444 -0.62656 -3.16557
C 3.32813 -1.41331 -2.24377
C 2.02060 -1.19424 -1.78679
O -1.06369 2.17886 -0.20536
C -2.46783 2.22778 0.13237
C -3.19991 2.78240 -1.09487
C -2.62419 3.21498 1.26305
H -4.95206 0.72486 0.07990
H -3.94321 0.11747 -1.28816
H -4.21868 -0.88833 0.14106
H -3.89912 0.98385 2.36876
H -3.12801 -0.59495 2.17933
H -2.12917 0.83418 2.54089
H -0.04641 1.30324 -2.23151
H -0.70153 -1.69955 -1.91518
H -1.80035 0.65075 -3.55654
H -4.10345 0.21624 -4.31042
H -5.84123 -1.38823 -5.10009
H -3.22743 -4.68326 -4.11208
H -1.52404 -3.08008 -3.26125
H 2.01684 2.20729 -1.69254
H 4.33759 1.83880 -2.54628
H 3.70747 -2.42067 -2.37258
H 1.37242 -2.04354 -1.58056
H -4.25743 2.96847 -0.85433
H -2.73464 3.73381 -1.38902
H -3.13597 2.10399 -1.96070
H -3.68132 3.28447 1.54500
H -2.04617 2.92286 2.14731
H -2.28382 4.20001 0.93827
C -1.03033 2.08621 6.22345
C -0.60889 1.19615 5.12230
C -0.81850 -0.16601 5.00318
C -0.17098 -0.73538 3.87669
C 0.56671 0.19756 3.14968
C 1.54831 -0.02089 2.14677
C 2.38087 1.02650 1.68275
C 3.63231 0.74544 1.19139
C 4.04252 -0.61467 1.09029
N 5.35381 -0.91506 0.88222
C 5.82115 -2.27454 1.06076
C 6.29410 0.09409 0.44300
C 3.10224 -1.65914 1.30237
C 1.84487 -1.35948 1.75998
S 0.26807 1.81364 3.78186
H -1.30439 1.46645 7.07955
H -0.19008 2.73182 6.49853
H -1.86774 2.72515 5.93340
H -1.43790 -0.71228 5.71414
H -0.19962 -1.78875 3.61096
H 2.04216 2.05781 1.74758
H 4.32386 1.55013 0.93212
H 5.40869 -2.68249 1.99496
H 5.51040 -2.92515 0.22712
H 6.91502 -2.25557 1.12107
H 6.12390 0.36848 -0.61208
H 6.20390 0.99971 1.06033
H 7.30228 -0.31716 0.55111
H 3.38390 -2.69074 1.09789
H 1.08370 -2.12842 1.85552
```

E in eV: -193057.9748
Multiplicity: 1
HOMO level in eV: -6.61
Kohn-Sham gap in eV: 7.2
Maximum force in eV/Å: 2.8

Atom charges from the Löwdin analysis, given in e for atoms 1 to 2: number 1, C, carries 0.000; number 2, C, carries -0.443